No. 1
{"formula": "C25H35O4Si", "method": "wB97M-V/def2-TZVPD", "elements": ["C", "C", "C", "C", "O", "Si", "C", "C", "C", "O", "C", "H", "H", "H", "H", "H", "H", "H", "H", "H", "H", "H", "H", "H", "H", "H", "H", "H", "H", "C", "O", "C", "C", "C", "C", "C", "C", "C", "C", "C", "C", "C", "O", "C", "C", "C", "C", "C", "H", "H", "H", "H", "H", "H", "H", "H", "H", "H", "H", "H", "H", "H", "H", "H", "H"], "positions_angstrom": [[-1.981, -1.337, -2.489], [-1.222, -0.548, -1.428], [-0.620, 0.711, -2.052], [-2.290, -0.117, -0.447], [-2.481, 1.125, -0.191], [-3.085, 2.197, 1.099], [-4.029, 3.456, 0.131], [-4.175, 1.209, 2.223], [-1.497, 2.789, 1.838], [-3.089, -1.041, 0.035], [-4.546, -0.914, -0.303], [-1.338, -1.528, -3.359], [-2.353, -2.289, -2.088], [-2.839, -0.740, -2.835], [0.136, 0.438, -2.802], [-1.409, 1.294, -2.550], [-0.138, 1.352, -1.307], [-4.245, 4.320, 0.778], [-3.461, 3.815, -0.737], [-4.989, 3.051, -0.216], [-4.229, 1.741, 3.186], [-5.201, 1.138, 1.833], [-3.793, 0.196, 2.420], [-1.731, 3.444, 2.691], [-0.858, 1.974, 2.201], [-0.919, 3.377, 1.108], [-5.044, -1.692, 0.277], [-4.900, 0.090, -0.025], [-4.651, -1.065, -1.386], [3.628, -3.739, -5.445], [2.497, -4.284, -4.743], [2.014, -3.615, -3.661], [0.909, -4.194, -2.995], [0.252, -3.485, -2.009], [0.656, -2.184, -1.655], [-0.201, -1.351, -0.684], [0.635, -0.447, 0.189], [0.490, -0.346, 1.526], [1.423, 0.345, 2.395], [1.112, 0.562, 3.758], [1.962, 1.253, 4.594], [3.179, 1.777, 4.088], [3.911, 2.535, 4.949], [5.066, 3.255, 4.471], [3.542, 1.527, 2.740], [2.668, 0.817, 1.917], [1.802, -1.658, -2.256], [2.513, -2.368, -3.225], [3.740, -4.406, -6.300], [3.440, -2.710, -5.790], [4.530, -3.769, -4.816], [0.563, -5.177, -3.318], [-0.613, -3.933, -1.513], [-0.729, -2.065, -0.029], [1.388, 0.166, -0.319], [-0.370, -0.819, 2.011], [0.173, 0.176, 4.156], [1.722, 1.446, 5.636], [5.369, 3.865, 5.325], [5.875, 2.561, 4.204], [4.818, 3.903, 3.617], [4.493, 1.895, 2.349], [2.951, 0.615, 0.886], [2.169, -0.667, -1.982], [3.404, -1.928, -3.673]], "atomic_forces_ev_per_a": [[-0.4662, -0.2231, -0.3585], [-0.9314, 1.4370, -0.4549], [0.0153, 0.3515, -0.3970], [-0.7583, 1.3110, 0.1628], [0.2638, -1.7675, -0.3407], [0.1133, 0.0128, -0.1066], [-0.0587, 0.1207, -0.0682], [-0.1028, -0.1013, 0.2751], [0.0532, 0.1619, 0.0521], [-0.3449, 0.3549, -0.5914], [0.4126, 0.4381, 0.2449], [-0.1504, 0.0240, 0.3572], [0.1314, 0.2101, -0.2198], [0.1722, -0.2040, -0.0811], [-0.2758, -0.0210, 0.2025], [0.3176, -0.1492, 0.0706], [-0.1910, -0.0963, -0.1623], [0.0200, -0.1778, -0.1808], [-0.1272, -0.0546, 0.2208], [0.2113, 0.1230, 0.0474], [-0.0140, -0.1918, -0.2128], [0.2918, 0.0073, 0.1768], [-0.1048, 0.3152, -0.0030], [0.1158, -0.1248, -0.1787], [-0.1773, 0.1683, -0.0746], [-0.1889, -0.1857, 0.2189], [0.1741, 0.2032, -0.1612], [0.1179, -0.5163, -0.0746], [0.0847, -0.1142, 0.4421], [-0.3000, -0.2256, 0.2193], [0.1736, 0.2748, 0.4135], [-0.0088, 0.4746, 0.0799], [0.4477, 0.1578, -0.5239], [0.0951, 0.3469, 0.1335], [0.0473, 0.1072, 0.0892], [1.2772, -1.2452, 0.7899], [-0.1139, 0.0424, 0.7316], [-0.0942, -0.3629, -1.1371], [0.8618, 0.8531, 0.7042], [0.0176, -0.1968, -0.6127], [0.8796, 0.5028, -0.1845], [-0.2261, -0.0231, -0.5039], [0.0587, -0.0863, -0.3907], [-0.3432, -0.3258, 0.1571], [-0.2749, 0.1362, 0.6153], [-0.4586, -0.0564, 0.5754], [-0.0742, -0.1682, 0.0792], [-0.4306, -0.5128, -0.2957], [0.1543, 0.2164, 0.0945], [-0.0145, -0.3139, 0.1080], [-0.2352, 0.0298, -0.1752], [0.1278, 0.2648, 0.1229], [0.2339, 0.0967, -0.1261], [0.1567, 0.1375, -0.1985], [-0.1796, -0.4809, 0.3467], [0.2898, -0.2159, -0.0593], [0.1864, 0.0715, -0.0882], [0.0059, -0.0752, -0.1912], [0.0171, -0.1097, -0.2566], [-0.1984, 0.1777, 0.0230], [0.0006, -0.2347, 0.2361], [-0.3568, -0.1615, 0.1200], [0.0617, 0.0666, 0.2549], [-0.0892, -0.3256, -0.0770], [-0.2977, -0.1476, 0.1215]], "multiplicity": 1, "largest_force_ev_per_a": 1.95, "e_lumo_ev": -3.5, "total_charge": 1, "energy_ha": -1563.85730}

=====

No. 2
{"formula": "C25H36BFN7O2P", "method": "wB97M-V/def2-TZVPD", "elements": ["C", "C", "P", "C", "B", "N", "C", "O", "N", "C", "O", "F", "H", "H", "H", "H", "H", "H", "H", "H", "H", "H", "H", "C", "C", "C", "N", "C", "H", "H", "H", "H", "H", "C", "C", "C", "N", "C", "H", "H", "H", "H", "H", "C", "C", "C", "N", "C", "H", "H", "H", "H", "H", "C", "C", "C", "N", "C", "H", "H", "H", "H", "H", "C", "C", "C", "N", "C", "H", "H", "H", "H", "H"], "positions_angstrom": [[-2.313, 0.331, -3.839], [-1.438, 1.568, -4.156], [-0.284, 1.966, -2.767], [1.358, 1.183, -3.116], [0.053, 3.838, -2.901], [-0.905, 4.753, -3.404], [1.500, 4.321, -2.421], [2.253, 4.869, -3.187], [1.887, 4.015, -1.062], [2.214, 5.085, -0.258], [2.596, 6.179, -0.593], [2.072, 4.735, 1.026], [-2.003, -0.492, -4.461], [-2.209, 0.057, -2.803], [-3.349, 0.564, -4.033], [-2.055, 2.443, -4.290], [-0.906, 1.416, -5.083], [2.081, 1.490, -2.375], [1.312, 0.106, -3.091], [1.708, 1.530, -4.077], [-0.770, 5.714, -3.117], [-1.845, 4.488, -3.150], [1.223, 3.398, -0.611], [2.259, -4.743, -2.335], [1.177, -4.205, -1.585], [0.622, -3.200, -2.328], [1.325, -3.105, -3.497], [2.324, -4.043, -3.510], [2.911, -5.549, -2.048], [0.841, -4.522, -0.612], [-0.212, -2.547, -2.128], [1.138, -2.451, -4.232], [2.989, -4.132, -4.350], [-1.261, -4.126, 3.210], [-1.365, -2.721, 3.396], [-0.394, -2.136, 2.630], [0.295, -3.131, 1.992], [-0.229, -4.347, 2.338], [-1.874, -4.886, 3.665], [-2.071, -2.198, 4.018], [-0.135, -1.101, 2.485], [1.065, -2.991, 1.365], [0.175, -5.260, 1.936], [0.467, 7.431, 2.101], [-0.071, 8.293, 3.096], [0.861, 9.265, 3.339], [1.937, 9.020, 2.529], [1.708, 7.906, 1.768], [-0.008, 6.561, 1.680], [-1.030, 8.208, 3.578], [0.851, 10.103, 4.014], [2.770, 9.574, 2.497], [2.441, 7.554, 1.062], [-1.575, 1.568, 5.138], [-1.263, 0.241, 5.542], [-2.311, -0.211, 6.297], [-3.242, 0.790, 6.364], [-2.803, 1.876, 5.659], [-0.967, 2.220, 4.533], [-0.372, -0.316, 5.306], [-2.474, -1.155, 6.789], [-4.113, 0.735, 6.856], [-3.397, 2.770, 5.589], [-0.433, -8.771, -3.065], [-0.068, -7.456, -2.665], [0.494, -7.552, -1.422], [0.480, -8.871, -1.054], [-0.081, -9.621, -2.051], [-0.901, -9.058, -3.992], [-0.201, -6.545, -3.223], [0.900, -6.802, -0.769], [0.828, -9.232, -0.187], [-0.181, -10.688, -1.954]], "atomic_forces_ev_per_a": [[0.4308, 0.7294, -0.2880], [0.1133, -0.5177, 0.5464], [-0.0784, 0.1093, 0.5434], [-0.4039, 0.5077, -0.3665], [0.2673, -0.4912, -0.4396], [0.2145, -0.0570, 1.4466], [0.1272, 0.0953, -0.7947], [-0.1001, -0.0662, 0.5180], [-0.6763, 0.5724, -0.1387], [1.0918, 1.4879, -0.8114], [-0.5799, -1.8454, 0.5586], [-0.0079, 0.0177, 0.1114], [-0.0604, -0.4375, -0.1375], [-0.0862, -0.2246, 0.3967], [-0.3629, -0.1583, -0.0918], [-0.2052, 0.3482, -0.0617], [0.2782, 0.1049, -0.3075], [0.1383, 0.1373, 0.3148], [-0.1605, -0.3479, 0.0007], [0.2753, -0.1300, -0.3522], [0.0973, 0.1725, -0.3374], [-0.3096, -0.0519, -0.6302], [0.0912, -0.1995, 0.1431], [0.0221, 0.0944, -0.0065], [0.0985, 0.0174, 0.0564], [-0.0719, 0.1348, -0.0287], [0.0392, -0.0850, 0.0636], [-0.0027, 0.0464, -0.0166], [-0.0068, -0.0321, -0.0170], [-0.0740, -0.0020, -0.0067], [-0.0189, -0.0170, 0.0304], [-0.0171, 0.0036, -0.0617], [0.0168, -0.0162, -0.0039], [0.0124, -0.0049, -0.0198], [-0.0574, -0.0401, 0.0204], [0.0598, 0.0044, -0.0225], [-0.0286, -0.0059, -0.0019], [0.0392, 0.0173, -0.0194], [-0.0114, -0.0111, 0.0010], [0.0006, 0.0300, 0.0034], [-0.0145, 0.0197, 0.0168], [0.0199, 0.0107, -0.0478], [-0.0048, -0.0214, 0.0132], [0.0135, 0.0325, -0.0246], [-0.0365, -0.0343, -0.0145], [0.0674, 0.0245, -0.0169], [-0.0889, -0.0282, 0.0154], [0.0473, 0.1691, 0.1490], [-0.0103, -0.0310, 0.0020], [-0.0109, -0.0023, 0.0062], [-0.0120, 0.0011, 0.0153], [0.0505, 0.0297, -0.0123], [-0.1036, 0.0449, 0.0803], [-0.0011, -0.0027, -0.0176], [0.0301, 0.0237, -0.0042], [-0.0369, 0.0138, 0.0223], [0.0472, -0.0053, -0.0428], [-0.0240, -0.0086, 0.0233], [0.0112, 0.0145, 0.0002], [0.0021, -0.0237, -0.0034], [0.0189, -0.0150, 0.0057], [-0.0484, -0.0045, 0.0230], [0.0077, 0.0204, -0.0054], [-0.0020, -0.0053, 0.0086], [-0.0165, 0.0025, -0.0396], [-0.0235, -0.1435, 0.0672], [-0.0191, 0.0197, -0.0831], [0.0008, -0.0008, 0.0301], [-0.0059, -0.0047, -0.0137], [0.0258, 0.0235, 0.0023], [0.0120, 0.0263, 0.0200], [0.0213, -0.0217, 0.0448], [-0.0108, -0.0126, -0.0130]], "multiplicity": 1, "largest_force_ev_per_a": 2.02, "smiles": "CCP(C)B(N)C(=O)NC(=O)F.c1cc[nH]c1.c1cc[nH]c1.c1cc[nH]c1.c1cc[nH]c1.c1cc[nH]c1", "e_lumo_ev": 0.2, "total_charge": 0, "energy_ha": -1974.07167}

=====

What is the formula in the second record?
C25H36BFN7O2P